No. 1
DFT (the ωB97M-V functional and the def2-TZVPD basis) results for 3 unconnected molecules or ions with the total composition C4H13N2O2 in a non-equilibrium geometry.

Computed properties:
HOMO energy: -0.473 hartree
relative energy (zero: lowest compared OMol25 entry of this formula, charge and spin): 668.5 kJ/mol
frontier orbital gap: 4.1 eV
net charge: +1
strongest force on any atom: 3.19 eV Å⁻¹
multiplicity: 1
E_LUMO: -8.753 eV

```
21
Properties=species:S:1:pos:R:3:forces:R:3:lowdin_charge:R:1
O -0.8816 -0.4212 -1.3232 0.85 -0.41 -0.33 0.15
C -1.4130 -0.3137 -0.2480 -2.54 1.87 -0.52 -0.54
N -2.5254 0.5377 -0.0697 1.19 -0.27 -0.10 0.09
C -3.7510 0.1438 0.5637 -0.68 0.79 1.23 -0.04
C -0.9679 -0.8420 0.9843 0.89 -1.25 -0.48 0.40
N 1.9786 0.6302 -0.1044 -0.83 -0.05 0.28 0.03
C 1.0984 1.7910 0.0380 -0.03 -0.10 1.37 -0.16
H -2.5775 1.2898 -0.7514 -0.06 -0.17 -0.11 0.17
H -3.6724 -0.8159 1.0611 -0.11 -0.32 -0.46 0.10
H -4.5847 0.2184 -0.1348 0.09 -0.58 -0.21 0.12
H -4.0481 0.8408 1.3617 0.31 0.19 -0.18 0.11
H -0.0484 -1.4042 0.8356 0.15 0.10 0.87 0.12
H -1.5633 -0.8019 1.8831 0.16 -0.08 0.22 0.12
H 2.3799 0.2969 0.7656 0.23 0.22 -0.15 0.08
H 1.5142 -0.1283 -0.5664 0.09 -0.38 -0.54 0.04
H 0.3107 1.8281 -0.7067 0.34 0.03 -0.43 0.06
H 0.5895 1.7342 1.0102 -0.02 0.36 -0.06 0.06
H 1.6664 2.7162 0.0770 0.04 0.07 -0.41 0.08
H 4.9414 -1.6702 -0.9358 0.04 -0.11 -0.58 0.03
H 5.1744 -2.3170 0.4160 0.17 -0.41 0.17 0.03
O 5.0196 -1.4774 -0.0078 -0.28 0.53 0.44 -0.05
```
Forces are in eV/Å.

***

No. 2
DFT (the ωB97M-V functional and the def2-TZVPD basis) results for 2 unconnected molecules or ions with the total composition C5H10N2O in a non-equilibrium geometry.

Computed properties:
HOMO energy: -0.303 hartree
relative energy (zero: lowest compared OMol25 entry of this formula, charge and spin): 401.1 kJ/mol
frontier orbital gap: 9.2 eV
strongest force on any atom: 3.51 eV Å⁻¹
multiplicity: 1
E_LUMO: 0.963 eV

```
18
Properties=species:S:1:pos:R:3:forces:R:3:lowdin_charge:R:1
C -1.0807 0.1508 0.6431 2.53 -2.14 1.14 -0.30
C 1.4516 1.3440 -1.5132 -0.09 -0.42 -0.21 0.00
C 0.3007 1.6051 -0.6091 -0.31 -0.33 0.75 -0.45
N -2.1164 -0.7112 0.4427 -0.56 -1.58 -0.68 0.07
C 0.2377 -1.3657 1.3139 -1.83 -0.12 -0.32 -0.06
C 0.4608 -2.3783 0.4463 0.18 1.25 0.20 -0.14
O -0.4392 0.4227 -0.5150 0.37 1.59 -0.72 -0.05
N -0.0036 2.6289 0.0683 -0.23 -0.41 -0.64 0.16
H -1.2288 0.9744 1.3421 0.27 -0.21 -0.14 0.13
H -2.6744 -0.8954 1.2669 0.14 0.08 -0.08 0.10
H -1.6970 -1.6124 0.0811 -1.15 1.40 0.47 0.11
H 0.5595 3.4315 -0.2150 0.13 -0.31 0.30 0.07
H 0.0321 -1.7124 2.3354 0.13 0.44 0.04 0.03
H 1.0653 1.2247 -2.5292 0.21 0.07 -0.03 0.09
H 2.1886 2.1453 -1.4588 -0.04 -0.18 -0.10 0.08
H 1.8636 0.3602 -1.2154 0.06 0.64 -0.15 0.10
H 0.4409 -3.4344 0.7284 0.39 0.30 0.13 0.04
H 0.6391 -2.1781 -0.6126 -0.19 -0.05 0.03 0.04
```
Forces are in eV/Å.

***

Question: The highest HOMO energy belongs to which entry?
Answer: C5H10N2O